Computed, not measured: the molecule C6H9N3 at a distorted geometry, with ωB97M-V/def2-TZVPD.

## Properties
**Total charge**: 0
**E_LUMO**: 0.987 eV
**Relative energy (zero: lowest compared OMol25 entry of this formula, charge and spin)**: 527.14 kJ/mol
**Highest occupied orbital energy**: -0.296 Ha
**Gap between HOMO and LUMO**: 9.055 eV

XYZ file:
```
18
Properties=species:S:1:pos:R:3:forces:R:3:nbo_charge:R:1
C -1.15686 -0.78774 1.92951 -2.87 -2.47 -0.94 0.02
N -0.67728 0.37259 2.07332 1.70 0.33 -1.53 -0.21
N 0.26714 0.72256 1.07917 3.15 5.22 2.45 -0.49
C 0.41825 0.41432 -0.34623 -1.90 -0.52 -0.34 0.10
C 1.68096 0.46094 -1.14424 1.05 -2.22 0.96 -0.43
C 0.73055 1.59190 -1.23929 -0.13 -0.13 0.50 -0.43
C -0.74676 -0.53833 -0.43737 -0.90 2.67 -0.36 -0.06
N -0.89607 -1.91912 -0.69031 -2.21 -1.64 -1.60 -0.54
C -0.63887 -1.55582 0.65401 1.45 1.88 3.20 -0.18
H -2.01972 -1.11882 2.60048 1.56 0.47 -0.77 0.20
H 0.71928 1.75664 1.30801 -1.98 -3.70 -0.48 0.37
H 2.61433 0.45930 -0.55191 -0.46 0.40 -0.64 0.23
H 1.64663 -0.29267 -1.96230 0.30 0.76 0.57 0.23
H 0.96599 2.50765 -0.70682 -0.02 0.00 -0.20 0.21
H 0.25688 1.67749 -2.18390 -0.57 0.37 -0.58 0.22
H -1.69002 0.13170 -0.39997 1.22 -1.50 0.00 0.19
H -1.89983 -2.13247 -0.89330 1.21 0.17 0.07 0.37
H 0.42540 -1.75011 0.91114 -0.60 -0.08 -0.33 0.20
```
Forces are in eV/Å.


Computed, not measured: the molecule C6H9N3 at a distorted geometry, with ωB97M-V/def2-TZVPD.

## Properties
**Total charge**: 0
**E_LUMO**: 0.698 eV
**Relative energy (zero: lowest compared OMol25 entry of this formula, charge and spin)**: 304.31 kJ/mol
**Highest occupied orbital energy**: -0.327 Ha
**Gap between HOMO and LUMO**: 9.586 eV

XYZ file:
```
18
Properties=species:S:1:pos:R:3:forces:R:3:nbo_charge:R:1
C 0.95430 -0.76407 -1.92026 0.22 -0.17 0.07 -0.40
C 1.22465 0.49302 -1.57837 -1.05 0.91 0.60 -0.21
C 1.18029 1.02136 -0.07261 -2.13 -0.27 -1.66 -0.25
N 0.17617 0.35939 0.84701 -0.08 1.50 -3.05 -0.43
C 0.40211 -0.94052 1.22506 -1.45 -0.67 0.24 0.21
N -0.55805 -1.52609 1.88781 2.61 -2.35 -1.06 -0.33
N -1.68226 -0.88094 2.24476 -0.22 1.02 0.72 -0.22
C -2.02527 0.06764 1.47466 -0.67 0.28 1.21 0.06
C -1.22306 0.38428 0.32152 1.28 3.41 -0.63 -0.29
H 0.79725 -1.63811 -1.26519 0.09 0.84 -0.14 0.20
H 0.88821 -1.00269 -2.96180 0.03 -0.15 -0.50 0.20
H 1.26260 1.28575 -2.41823 0.21 -1.31 1.58 0.21
H 0.95976 2.12731 -0.19337 0.45 -1.30 0.87 0.22
H 2.06138 0.75619 0.42125 1.91 0.47 0.48 0.21
H 1.26271 -1.51151 0.76287 -0.80 0.64 1.44 0.20
H -2.83102 0.70219 1.75412 -0.95 0.08 0.23 0.19
H -1.46040 1.44800 -0.13727 0.52 -2.23 0.95 0.22
H -1.38934 -0.38120 -0.39195 0.04 -0.71 -1.36 0.20
```
Forces are in eV/Å.


Computed, not measured: a cluster of 2 separate species, C6H9N3O in total at a distorted geometry, with ωB97M-V/def2-TZVPD.

## Properties
**Total charge**: 0
**E_LUMO**: 0.842 eV
**Relative energy (zero: lowest compared OMol25 entry of this formula, charge and spin)**: 440.09 kJ/mol
**Highest occupied orbital energy**: -0.351 Ha
**Gap between HOMO and LUMO**: 10.405 eV

XYZ file:
```
19
Properties=species:S:1:pos:R:3:forces:R:3:nbo_charge:R:1
C -0.80159 4.05620 -1.17725 -0.49 0.20 -1.90 0.31
C -0.70240 -0.07546 -0.75158 0.43 0.88 -2.23 0.46
C -2.70327 0.47956 -1.56838 1.38 0.34 -1.73 0.24
C 1.73931 -0.22133 0.04830 -1.12 -1.49 -2.29 -0.60
C -0.15499 0.43750 1.57535 -2.74 -4.76 -0.35 -0.59
C 0.19779 -0.42832 0.32905 1.60 -2.03 2.45 -0.26
N -0.48031 0.30367 -1.96172 2.99 -0.45 -0.32 -0.29
N -1.07728 4.19965 -2.31647 1.19 -0.69 5.66 -0.73
N -1.65736 0.59688 -2.49700 -3.04 0.91 0.67 -0.44
O -1.99029 0.04986 -0.51020 -2.61 -0.49 1.40 -0.45
H 1.89552 0.78915 -0.42771 -0.04 -1.31 0.01 0.22
H 2.14789 -1.17578 -0.57376 -0.66 2.70 1.31 0.22
H 2.19308 -0.15705 1.00658 0.66 -0.33 0.75 0.21
H 0.05250 1.37998 1.34651 1.15 4.20 -0.26 0.21
H 0.23461 -0.01546 2.46006 1.00 0.24 0.52 0.21
H -1.24184 0.32605 1.74444 0.32 0.41 -0.16 0.22
H 0.01817 -1.55838 0.69168 0.32 2.29 -1.15 0.22
H -1.23223 4.29984 -3.23179 -0.69 0.47 -3.74 0.42
H -1.74890 1.11083 -3.40358 0.35 -1.09 1.38 0.42
```
Forces are in eV/Å.


Computed, not measured: the molecule C6H9N3O at a distorted geometry, with ωB97M-V/def2-TZVPD.

## Properties
**Total charge**: 0
**E_LUMO**: 0.561 eV
**Relative energy (zero: lowest compared OMol25 entry of this formula, charge and spin)**: 454.29 kJ/mol
**Highest occupied orbital energy**: -0.322 Ha
**Gap between HOMO and LUMO**: 9.328 eV

XYZ file:
```
19
Properties=species:S:1:pos:R:3:forces:R:3:nbo_charge:R:1
C -3.20474 -0.33487 -0.32226 11.85 6.92 -5.29 -0.66
C -1.85238 -0.40284 0.32961 1.16 -2.14 2.44 0.69
O -1.71229 -0.48267 1.56170 -0.13 0.61 -2.56 -0.59
N -0.77363 -0.57350 -0.55250 0.08 -1.76 8.85 -0.61
C 0.56282 -0.67821 -0.24453 1.29 -2.15 1.56 0.42
N 1.19515 -1.82968 -0.11011 1.99 1.06 0.31 -0.43
C 2.50085 -1.39238 0.23178 2.15 -5.24 0.68 -0.08
C 2.56149 -0.04987 0.31802 6.71 -1.63 1.11 -0.12
N 1.39021 0.34266 0.07223 -7.23 5.57 -2.08 -0.33
C 0.89087 1.76363 0.03422 4.71 0.36 3.87 -0.42
H -3.53223 -1.08749 -0.76741 -1.43 -6.66 -5.46 0.23
H -3.20800 0.62027 -0.84088 -0.59 -0.19 -0.54 0.21
H -3.81161 -0.36756 0.29719 -9.78 0.90 11.21 0.21
H -0.90533 -0.28888 -1.36080 -2.04 3.00 -9.66 0.37
H 3.49120 -2.21451 0.51252 -3.56 2.74 -1.15 0.21
H 3.53217 0.50968 0.43097 -1.76 -0.18 0.08 0.23
H 1.90307 2.30599 0.53491 -2.85 -0.97 -1.25 0.21
H 0.86350 2.20695 -0.92575 -0.76 0.07 -1.00 0.21
H 0.10889 1.95329 0.80111 0.18 -0.30 -1.11 0.24
```
Forces are in eV/Å.


Computed, not measured: the molecule C6H9N3O2 at a distorted geometry, with ωB97M-V/def2-TZVPD.

## Properties
**Total charge**: 0
**E_LUMO (spin up / spin down)**: -0.300 / -0.300 eV
**Relative energy (zero: lowest compared OMol25 entry of this formula, charge and spin)**: 534.43 kJ/mol
**Highest occupied orbital energy (spin up / spin down)**: -0.330 / -0.330 Ha
**Gap between HOMO and LUMO (spin up / spin down)**: 8.672 / 8.672 eV

XYZ file:
```
20
Properties=species:S:1:pos:R:3:forces:R:3:nbo_charge:R:1
N 0.91029 2.71254 -1.50922 0.74 2.27 -2.10 -0.83
C 0.64566 1.74309 -0.65078 -0.99 -2.20 1.46 0.78
O 0.79939 1.84740 0.55940 -0.08 0.55 -0.20 -0.66
N 0.14129 0.58187 -1.18143 0.27 0.60 -4.23 -0.66
C -0.64603 -0.30431 -0.48186 1.31 -0.59 0.61 0.17
N -1.23982 -1.27170 -1.25892 -0.19 -0.59 -3.92 0.13
O -1.01442 -1.16099 -2.51489 -0.57 -0.35 3.60 -0.38
C -1.36417 -0.01105 0.81356 -0.60 -1.64 0.80 -0.38
C -0.17295 -0.87697 0.87549 -2.38 0.84 -2.05 -0.02
C 0.12711 -2.22326 1.40912 -2.35 0.93 0.88 -0.40
C 1.01246 -1.05097 1.58366 4.82 -0.18 -0.45 -0.39
H 0.75861 2.73860 -2.50522 -0.22 -1.03 0.08 0.39
H 0.73412 3.62668 -1.17681 0.41 0.80 0.90 0.40
H -0.00782 0.41153 -2.29246 0.37 0.61 3.43 0.43
H -2.26761 -0.66727 0.92242 0.46 1.41 -0.07 0.24
H -1.28231 1.01379 1.15226 -0.30 -0.17 0.07 0.27
H 0.32555 -2.94352 0.67477 0.59 -1.10 -0.49 0.22
H -0.62936 -2.41146 2.14218 0.04 -0.84 0.59 0.21
H 1.21957 -0.45802 2.46496 -0.16 -0.41 0.25 0.24
H 1.95045 -1.29600 0.97376 -1.17 1.08 0.84 0.23
```
Forces are in eV/Å.


Computed, not measured: the molecule C6H9N3O2 at a distorted geometry, with ωB97M-V/def2-TZVPD.

## Properties
**Total charge**: 0
**E_LUMO**: 0.548 eV
**Relative energy (zero: lowest compared OMol25 entry of this formula, charge and spin)**: 155.69 kJ/mol
**Highest occupied orbital energy**: -0.352 Ha
**Gap between HOMO and LUMO**: 10.117 eV

XYZ file:
```
20
Properties=species:S:1:pos:R:3:forces:R:3:nbo_charge:R:1
N -1.34083 0.28245 1.17602 0.36 -3.34 3.41 -0.84
C -1.41754 0.20138 -0.21934 0.05 0.70 -2.13 -0.17
C -0.26871 -0.45481 -0.98033 0.06 -0.05 -1.63 -0.45
C 1.04732 -0.11171 -0.39362 -2.06 -1.75 2.44 0.10
C 2.01029 0.63979 -0.85490 2.15 2.00 -0.34 -0.13
N 2.97040 0.62302 0.17308 2.59 1.62 -1.25 -0.53
C 2.55345 -0.09863 1.18920 -1.72 -1.99 -0.77 0.19
N 1.35703 -0.57209 0.90233 -0.30 -0.71 0.31 -0.52
C -2.81625 -0.35913 -0.68217 0.62 0.76 2.11 0.79
O -3.14112 -0.53139 -1.80844 -0.23 -0.33 -0.61 -0.57
O -3.57042 -0.60843 0.43231 1.36 1.02 -0.45 -0.69
H -0.47433 0.72784 1.44804 -0.15 0.34 0.14 0.40
H -1.19088 -0.69989 1.59985 -0.20 1.78 -0.76 0.37
H -1.25694 1.25831 -0.39708 -0.85 0.47 -1.33 0.21
H -0.29531 -0.15575 -2.07832 -0.10 -0.12 1.38 0.24
H -0.35471 -1.53420 -1.02164 -0.13 -0.37 0.28 0.23
H 1.90205 1.41209 -1.62144 0.79 -0.64 0.06 0.23
H 3.98457 0.60235 0.11221 -0.27 1.00 -0.81 0.41
H 3.26998 -0.49136 1.90675 -0.57 0.38 0.33 0.20
H -2.96803 -0.12984 1.11749 -1.39 -0.75 -0.38 0.50
```
Forces are in eV/Å.


Computed, not measured: the molecule C6H9N3O2 at a distorted geometry, with ωB97M-V/def2-TZVPD.

## Properties
**Total charge**: 0
**E_LUMO**: 0.661 eV
**Relative energy (zero: lowest compared OMol25 entry of this formula, charge and spin)**: 111.87 kJ/mol
**Highest occupied orbital energy**: -0.317 Ha
**Gap between HOMO and LUMO**: 9.298 eV

XYZ file:
```
20
Properties=species:S:1:pos:R:3:forces:R:3:nbo_charge:R:1
N 1.31957 1.85400 -0.64373 2.05 -0.37 -1.39 -0.83
C 1.48592 0.67419 0.17139 -0.81 1.06 -0.05 -0.15
C 0.38791 0.72949 1.25360 -1.09 1.17 -2.48 -0.42
C -0.82785 0.25447 0.57626 -0.10 -0.53 0.06 0.10
C -1.29072 -1.02327 0.63999 -1.99 0.25 -1.34 -0.13
N -2.43535 -1.03796 -0.15808 1.35 2.33 -0.35 -0.52
C -2.51286 0.22525 -0.74586 1.09 -1.37 1.32 0.18
N -1.53297 1.00010 -0.32476 -1.22 -0.30 0.22 -0.48
C 1.59706 -0.68678 -0.53229 -1.81 -0.21 0.74 0.78
O 1.16454 -1.09433 -1.58323 0.85 0.88 0.21 -0.58
O 2.05841 -1.52060 0.41821 0.86 -0.19 0.33 -0.70
H 1.93391 1.70208 -1.46305 -0.52 0.61 0.49 0.36
H 0.40631 2.02124 -1.01438 -0.80 -0.38 0.07 0.39
H 2.35211 0.79211 0.75596 1.70 0.09 0.30 0.21
H 0.22739 1.80166 1.53264 0.57 -1.03 0.19 0.25
H 0.50861 0.03558 2.01106 0.93 -0.80 1.95 0.23
H -0.94377 -2.00175 0.83491 0.75 -0.41 1.17 0.22
H -2.91393 -1.88278 -0.32935 -0.81 -0.46 -0.54 0.41
H -3.25820 0.52478 -1.42338 -0.82 0.12 -0.64 0.20
H 2.27392 -2.36747 0.02407 -0.17 -0.48 -0.24 0.49
```
Forces are in eV/Å.